1.
Entry from OMol25: C32H35CrN7O2S as an isolated structure (the ωB97M-V functional and the def2-TZVPD basis).

**Expectation value of S²**: 3.79
**Calculated total energy**: -87513.147 eV
**2S+1**: 4
**Charge**: +3

Atoms and positions in Å:
Cr  0.749  -0.481  -0.502
C  0.576  -4.541  1.151
O  1.969  -4.105  0.904
C  1.881  -2.896  0.435
N  0.716  -2.410  0.184
C  -0.272  -3.500  0.399
C  -1.523  -2.976  1.063
C  -2.073  -3.535  2.207
C  -3.263  -3.034  2.729
C  -3.904  -1.971  2.115
C  -3.364  -1.411  0.962
C  -2.189  -1.922  0.437
C  3.071  -2.074  0.130
C  4.409  -2.419  0.189
C  5.339  -1.480  -0.252
C  4.927  -0.242  -0.741
C  3.571  0.023  -0.755
N  2.689  -0.878  -0.317
C  2.862  1.242  -1.195
N  1.583  1.297  -1.056
C  1.176  2.694  -1.351
C  2.417  3.219  -2.094
O  3.481  2.275  -1.688
C  -0.168  2.753  -2.031
C  -1.242  2.089  -1.434
C  -2.523  2.191  -1.959
C  -2.746  2.960  -3.097
C  -1.687  3.641  -3.681
C  -0.407  3.547  -3.144
H  0.446  -4.529  2.230
H  0.491  -5.550  0.763
H  -0.534  -3.881  -0.593
H  -1.611  -4.382  2.697
H  -3.693  -3.492  3.609
H  -4.837  -1.596  2.514
H  -3.883  -0.607  0.456
H  -1.823  -1.536  -0.517
H  4.711  -3.390  0.557
H  6.394  -1.720  -0.224
H  5.636  0.495  -1.094
H  1.087  3.222  -0.396
H  2.744  4.202  -1.772
H  2.347  3.169  -3.179
H  -1.113  1.558  -0.492
H  -3.353  1.701  -1.467
H  -3.744  3.056  -3.502
H  -1.859  4.267  -4.547
H  0.394  4.113  -3.605
S  0.906  -1.540  -2.659
C  0.390  -0.714  -4.093
N  0.768  -1.155  -5.280
C  0.183  -0.374  -6.380
C  -0.744  0.603  -5.624
N  -0.425  0.318  -4.215
H  1.398  -1.932  -5.399
H  -0.359  -1.022  -7.064
H  0.970  0.143  -6.926
H  -1.798  0.405  -5.812
H  -0.528  1.642  -5.857
H  -0.889  0.752  -3.432
N  0.238  0.213  1.272
C  -0.221  0.545  2.295
N  -0.718  0.912  3.409
C  -1.406  -0.078  4.295
C  -0.742  -0.090  5.664
C  -0.355  1.328  6.135
C  -1.063  2.408  5.325
C  -0.639  2.343  3.866
H  -1.371  -1.042  3.791
H  -2.450  0.232  4.340
H  0.139  -0.733  5.639
H  -1.444  -0.552  6.359
H  0.724  1.467  6.038
H  -0.582  1.446  7.192
H  -0.810  3.402  5.693
H  -2.148  2.318  5.409
H  0.399  2.657  3.755
H  -1.277  2.943  3.218

Cartesian forces (eV/Å) of the 6 atoms listed first:
0.1 -0.2 -0.2
0.1 0.0 0.0
-0.1 0.0 0.0
0.1 0.0 0.0
0.1 0.0 -0.1
0.0 0.1 0.1



2.
Entry from OMol25: C32H35F10N9OS2Y as an isolated structure (the ωB97M-V functional and the def2-TZVPD basis).

**Energy relative to the best compared isomer or geometry (same formula, charge and spin)**: 47.7 kcal/mol
**Charge**: +1

Atoms and positions in Å:
Y  -1.521  1.555  -0.887
C  -3.106  3.930  0.455
N  -2.082  2.985  0.971
C  -0.823  3.678  1.343
C  -0.192  4.368  0.159
N  -0.439  3.584  -1.061
C  -0.349  4.273  -2.256
C  -1.153  3.868  -3.298
F  -2.037  2.819  -3.035
C  -1.121  4.450  -4.603
F  -1.874  3.942  -5.573
C  -0.300  5.558  -4.873
F  -0.156  6.217  -6.107
C  0.380  6.068  -3.771
F  1.158  7.102  -3.925
C  0.447  5.377  -2.539
F  1.328  5.731  -1.607
C  -2.611  2.301  2.152
C  -3.605  1.198  1.768
N  -3.291  0.707  0.381
C  -4.112  -0.206  -0.155
C  -4.038  -0.322  -1.555
F  -3.180  0.453  -2.305
C  -4.668  -1.292  -2.415
F  -4.550  -1.307  -3.730
C  -5.468  -2.215  -1.752
F  -5.974  -3.227  -2.415
C  -5.587  -2.185  -0.362
F  -6.048  -3.215  0.272
C  -4.978  -1.199  0.370
F  -5.106  -1.325  1.695
H  -2.912  4.978  0.790
H  -4.069  3.568  0.819
H  -3.038  4.025  -0.623
H  -0.104  2.955  1.618
H  -1.014  4.358  2.218
H  0.932  4.493  0.214
H  -0.646  5.399  0.016
H  -3.053  3.005  2.889
H  -1.690  1.903  2.610
H  -4.592  1.686  1.799
H  -3.611  0.436  2.582
N  -0.937  -1.142  -1.294
N  -0.545  -1.435  -2.570
C  0.269  -0.648  -3.246
N  0.710  -1.130  -4.362
S  0.668  0.912  -2.699
H  -0.306  -1.438  -0.567
H  -1.877  -1.385  -1.146
H  -0.784  -2.355  -2.882
H  0.373  -2.009  -4.730
H  1.360  -0.553  -4.948
O  -0.272  0.682  0.957
C  1.220  0.619  0.881
C  1.757  0.471  2.249
C  3.239  0.596  2.315
C  3.919  -0.753  2.257
C  5.242  -0.810  1.727
C  5.987  -1.949  1.979
C  5.447  -3.011  2.656
C  4.124  -2.904  3.048
N  3.385  -1.769  2.886
H  -0.452  -0.185  1.323
H  1.609  1.408  0.288
H  1.545  -0.253  0.301
H  1.548  -0.436  2.799
H  1.295  1.279  2.863
H  3.576  1.009  3.217
H  3.517  1.215  1.418
H  5.714  -0.006  1.191
H  7.029  -1.871  1.776
H  6.081  -3.802  2.981
H  3.650  -3.740  3.491
C  1.845  -6.434  2.795
C  1.694  -5.247  1.930
C  2.422  -4.922  0.789
C  2.190  -3.639  0.163
N  1.205  -2.842  0.580
C  0.533  -3.088  1.716
S  -0.714  -2.113  2.271
N  0.825  -4.271  2.343
C  2.866  -3.100  -1.133
H  2.460  -7.178  2.302
H  0.903  -6.916  2.992
H  2.229  -6.161  3.778
H  3.054  -5.755  0.345
H  0.375  -4.435  3.219
H  3.293  -3.974  -1.643
H  3.503  -2.260  -0.954
H  2.081  -2.747  -1.930

Cartesian forces (eV/Å) of the 6 atoms listed first:
0.4 -0.1 0.2
0.6 0.6 0.4
0.0 1.0 0.1
-0.5 0.9 0.1
0.5 1.7 -1.5
-0.4 -0.2 0.0



3.
Entry from OMol25: C32H35N4O3STl as an isolated structure (the ωB97M-V functional and the def2-TZVPD basis).

**Energy relative to the best compared isomer or geometry (same formula, charge and spin)**: 54.2 kcal/mol
**Charge**: 0

Atoms and positions in Å:
Tl  -0.443  -0.413  0.871
C  -2.130  2.388  3.671
C  -2.729  1.270  2.873
C  -2.713  -0.036  3.352
C  -3.286  -1.066  2.621
C  -3.888  -0.800  1.401
C  -3.920  0.499  0.921
C  -3.347  1.523  1.654
H  -1.253  2.049  4.217
H  -2.856  2.764  4.393
H  -1.844  3.209  3.019
H  -2.255  -0.244  4.308
H  -3.271  -2.077  3.006
H  -4.333  -1.601  0.829
H  -4.401  0.716  -0.021
H  -3.386  2.535  1.278
O  -3.110  2.396  -2.386
C  -2.088  3.039  -2.977
C  -2.347  3.747  -4.148
C  -1.323  4.361  -4.833
C  -0.030  4.343  -4.324
C  0.229  3.722  -3.118
C  -0.782  3.038  -2.447
C  -0.539  2.292  -1.198
O  -1.352  1.387  -0.865
N  0.489  2.692  -0.450
N  0.680  2.008  0.661
C  1.385  2.478  1.622
C  1.600  1.715  2.826
C  2.567  2.106  3.764
C  2.755  1.335  4.894
C  1.977  0.198  5.073
C  1.042  -0.107  4.098
N  0.855  0.624  3.019
H  -2.720  1.875  -1.636
H  -3.366  3.776  -4.500
H  -1.533  4.861  -5.768
H  0.766  4.819  -4.872
H  1.212  3.745  -2.676
H  1.855  3.460  1.557
H  3.161  2.994  3.597
H  3.494  1.613  5.633
H  2.081  -0.427  5.946
H  0.412  -0.982  4.183
C  4.524  -0.536  1.301
C  4.073  -1.933  1.023
C  4.945  -2.988  1.078
C  4.520  -4.299  0.890
C  3.170  -4.558  0.676
C  2.243  -3.550  0.604
C  0.790  -3.827  0.419
C  2.670  -2.166  0.732
N  1.865  -1.184  0.606
H  5.597  -0.446  1.156
H  4.305  -0.274  2.338
H  3.994  0.170  0.667
H  5.990  -2.793  1.275
H  5.230  -5.109  0.931
H  2.846  -5.583  0.558
H  0.618  -4.883  0.225
H  0.394  -3.223  -0.397
H  0.238  -3.546  1.320
O  -0.642  -1.510  -1.608
S  -1.540  -0.834  -2.566
C  -2.584  -2.211  -3.214
C  -1.627  -3.020  -4.061
C  -0.957  -2.016  -4.995
C  -0.565  -0.810  -4.145
H  -3.393  -1.767  -3.789
H  -2.977  -2.768  -2.369
H  -2.124  -3.820  -4.612
H  -0.883  -3.462  -3.394
H  -1.658  -1.720  -5.780
H  -0.089  -2.461  -5.482
H  -0.759  0.139  -4.638
H  0.473  -0.832  -3.819

Cartesian forces (eV/Å) of the 6 atoms listed first:
-0.8 0.1 0.1
-0.1 0.0 0.0
-0.1 0.0 0.0
-0.1 -0.1 -0.1
-0.1 0.0 0.1
-0.1 0.0 0.0



> Look up the charge of the first one.

+3



> The lowest charge belongs to which entry?

C32H35N4O3STl